Molecular formula: C32H26ClFN4O9
Method: DFT, wB97M-V/def2-TZVPD

Summary:
total energy	-2690.3856	hartree
multiplicity	1
E_HOMO	-9.03	eV
structure (SMILES)	CNCC1=C(CC(=O)Cl)C(=O)c2ccc(F)cc2C1=O.O=[N+]([O-])c1ccccc1.O=[N+]([O-])c1ccccc1.O=[N+]([O-])c1ccccc1

```
73
C32H26ClFN4O9 wB97M-V/def2-TZVPD
C -3.163 2.220 -5.834
N -2.486 0.868 -5.783
C -1.921 0.541 -4.419
C -0.475 1.281 -4.088
C -0.191 1.980 -2.771
C -1.317 2.110 -1.566
C -1.147 3.439 -0.621
O -0.197 3.654 0.293
Cl -2.450 4.799 -0.789
C 1.323 2.620 -2.585
O 2.046 2.599 -1.463
C 2.004 3.297 -3.949
C 2.998 4.641 -3.879
C 3.648 5.200 -5.280
C 3.288 4.439 -6.715
F 3.900 5.056 -7.948
C 2.310 3.095 -6.814
C 1.668 2.526 -5.394
C 0.653 1.198 -5.321
O 0.732 0.157 -6.166
H -2.505 3.111 -5.445
H -4.152 2.173 -5.177
H -3.530 2.385 -6.952
H -1.802 0.723 -6.557
H -1.675 -0.628 -4.422
H -2.733 0.690 -3.589
H -2.431 2.147 -1.995
H -1.284 1.108 -0.918
H 3.187 5.095 -2.803
H 4.347 6.150 -5.197
H 2.095 2.585 -7.862
C 0.385 -4.361 1.002
C 0.800 -3.039 1.167
C 0.557 -2.099 0.164
C -0.111 -2.494 -1.003
C -0.522 -3.822 -1.175
C -0.271 -4.754 -0.166
N -0.392 -1.504 -2.050
O 0.005 -0.344 -1.870
O -1.014 -1.885 -3.053
H 0.572 -5.090 1.789
H 1.312 -2.740 2.079
H 0.887 -1.072 0.308
H -1.037 -4.144 -2.078
H -0.589 -5.787 -0.289
C -2.326 -0.939 5.300
C -2.544 -1.411 4.005
C -2.786 -2.768 3.786
C -2.814 -3.648 4.878
C -2.588 -3.178 6.178
C -2.344 -1.818 6.384
N -3.094 -5.071 4.657
O -3.269 -5.452 3.490
O -3.143 -5.811 5.651
H -2.143 0.121 5.466
H -2.527 -0.720 3.165
H -2.954 -3.121 2.771
H -2.602 -3.849 7.034
H -2.170 -1.443 7.390
C 4.117 -0.150 3.694
C 2.982 0.475 3.174
C 1.845 0.634 3.968
C 1.856 0.166 5.289
C 2.991 -0.469 5.812
C 4.122 -0.625 5.007
N 0.673 0.353 6.137
O -0.318 0.901 5.632
O 0.733 -0.045 7.309
H 5.004 -0.266 3.073
H 2.986 0.841 2.150
H 0.969 1.123 3.548
H 3.012 -0.841 6.834
H 5.009 -1.113 5.405
```

Results of the Mulliken charge analysis, in e, for atoms 1 through 2: atom 1 (C): -0.6934, atom 2 (N): -0.3727


Molecular formula: C16H17N4O2
Method: DFT, wB97M-V/def2-TZVPD

Summary:
total energy	-989.2159	hartree
multiplicity	1
net charge	+1
E_HOMO	-11.82	eV
structure (SMILES)	OCCNc1nc([NH2+]c2cccc(O)c2)nc2ccccc12

```
39
C16H17N4O2 wB97M-V/def2-TZVPD
O -2.274 -3.166 0.430
H -2.595 -2.929 -0.447
C -1.070 -2.505 0.686
C 0.016 -2.851 -0.354
N 1.258 -2.170 -0.079
C 1.417 -0.867 -0.306
N 0.407 -0.230 -0.909
C 0.553 1.069 -1.070
N 1.519 1.858 -0.755
C 2.605 1.251 -0.188
C 3.719 2.028 0.152
C 4.817 1.432 0.720
C 4.831 0.055 0.963
C 3.747 -0.725 0.642
C 2.608 -0.147 0.061
H 3.784 -1.787 0.832
H 5.704 -0.398 1.407
H 5.679 2.026 0.981
H 3.686 3.086 -0.050
N -0.634 1.741 -1.672
H -0.438 2.750 -1.628
H -0.736 1.448 -2.651
C -1.847 1.379 -0.928
C -2.090 2.004 0.278
C -3.204 1.624 1.031
C -4.040 0.617 0.548
C -3.773 0.006 -0.661
C -2.669 0.378 -1.414
H -2.457 -0.103 -2.356
H -4.432 -0.768 -1.022
H -4.900 0.313 1.126
O -3.406 2.253 2.196
H -4.200 1.930 2.643
H -1.442 2.776 0.661
H 1.961 -2.658 0.451
H 0.194 -3.926 -0.356
H -0.332 -2.542 -1.344
H -0.756 -2.836 1.679
H -1.210 -1.415 0.703
```

Results of the Mulliken charge analysis, in e, for atoms 1 through 2: atom 1 (O): -0.5055, atom 2 (H): 0.3145


Molecular formula: C46H118N11O13P
Method: DFT, wB97M-V/def2-TZVPD

Summary:
total energy	-3744.7075	hartree
energy above the lowest of the compared OMol25 structures with the same formula, charge and spin	0.00	kcal/mol
⟨S²⟩	0.76
multiplicity	2
net charge	+1
E_HOMO (spin up / spin down)	-10.42 / -10.42	eV

```
189
C46H118N11O13P wB97M-V/def2-TZVPD
O -1.529 -0.324 -6.906
P -0.921 0.814 -6.127
N -0.426 0.360 -4.526
C 0.576 -0.700 -4.481
C -1.249 0.487 -3.340
N -1.996 2.144 -5.789
C -3.375 2.294 -6.191
C -1.611 3.379 -5.106
N 0.357 1.642 -6.951
C 0.081 2.175 -8.285
C 1.534 2.358 -6.324
H 1.233 -0.531 -5.335
H 0.183 -1.705 -4.633
H 1.111 -0.732 -3.532
H -2.196 -0.048 -3.406
H -1.490 1.546 -3.243
H -0.665 0.347 -2.431
H -3.490 2.735 -7.181
H -3.728 1.268 -6.300
H -3.955 2.793 -5.415
H -2.437 3.593 -4.427
H -0.641 3.218 -4.636
H -1.500 4.186 -5.830
H -0.361 3.161 -8.138
H 0.978 2.248 -8.898
H -0.598 1.517 -8.827
H 2.190 2.644 -7.146
H 2.081 1.661 -5.688
H 1.278 3.245 -5.745
O 1.787 -4.095 7.131
C 1.509 -3.684 6.018
O 2.053 -4.273 4.909
C 1.556 -3.788 3.691
C 1.006 -2.431 4.132
C 0.556 -2.644 5.545
H 0.775 -4.474 3.362
H 2.336 -3.695 2.935
H 0.146 -1.987 3.631
H 1.804 -1.689 4.090
H -0.442 -3.039 5.740
H 0.780 -1.848 6.254
O 0.789 -0.585 0.249
C 0.251 -0.011 1.176
O 0.826 0.077 2.443
C 0.101 1.022 3.205
C -1.088 1.459 2.369
C -1.130 0.547 1.162
H 0.738 1.900 3.319
H -0.066 0.722 4.240
H -0.826 2.457 2.017
H -2.018 1.418 2.936
H -1.482 0.913 0.198
H -1.783 -0.293 1.398
C 1.280 -5.633 -0.461
C 2.010 -4.325 -0.105
C 2.439 -3.475 -1.376
O 3.460 -4.188 -2.028
C 3.909 -3.575 -3.249
N 1.095 -3.518 0.695
H 1.140 -6.298 0.392
H 1.649 -6.106 -1.371
H 0.257 -5.476 -0.803
H 2.869 -4.630 0.493
H 2.695 -2.489 -0.989
H 1.653 -3.457 -2.131
H 3.911 -2.491 -3.129
H 3.135 -3.758 -3.994
H 4.893 -3.885 -3.599
H 0.238 -3.388 0.176
H 1.438 -2.574 0.794
C 0.668 2.762 -1.011
C 1.750 3.654 -0.467
C 1.257 4.873 0.199
O 0.610 5.687 -0.762
C 0.393 7.037 -0.415
N 2.519 2.887 0.534
H 0.268 2.978 -2.002
H -0.160 2.720 -0.304
H 1.071 1.752 -1.091
H 2.370 3.836 -1.344
H 2.030 5.434 0.724
H 0.581 4.478 0.957
H 0.104 7.560 -1.327
H 1.284 7.479 0.029
H -0.391 7.296 0.297
H 2.860 1.975 0.266
H 3.335 3.394 0.847
C 3.654 1.069 -3.362
C 4.693 0.683 -2.184
C 5.725 1.836 -1.983
O 6.462 2.037 -3.229
C 7.521 1.035 -3.407
N 3.855 0.636 -0.987
H 3.166 0.210 -3.822
H 4.162 1.513 -4.217
H 2.853 1.730 -3.029
H 5.166 -0.270 -2.420
H 6.305 1.726 -1.067
H 5.141 2.686 -1.630
H 8.051 1.118 -4.355
H 6.997 0.080 -3.416
H 8.074 1.111 -2.471
H 4.479 0.349 -0.246
H 3.080 -0.007 -1.065
C -2.638 -2.808 -0.947
C -3.136 -3.568 0.314
C -2.389 -4.826 0.734
O -2.263 -5.736 -0.350
C -2.280 -7.130 -0.014
N -3.091 -2.557 1.332
H -1.572 -2.588 -0.888
H -3.042 -1.797 -0.992
H -2.721 -3.271 -1.930
H -4.198 -3.708 0.113
H -2.863 -5.390 1.538
H -1.472 -4.540 1.249
H -3.318 -7.316 0.261
H -1.665 -7.313 0.868
H -2.165 -7.666 -0.956
H -3.374 -2.945 2.220
H -3.783 -1.860 1.093
C 1.588 2.861 6.646
C 0.451 2.043 7.345
C -0.938 2.518 6.645
O -1.295 3.915 6.690
C -1.688 4.277 8.068
N 0.718 0.601 7.179
H 1.447 3.915 6.889
H 1.555 2.701 5.568
H 2.594 2.555 6.932
H 0.486 2.214 8.420
H -1.768 1.874 6.935
H -0.996 2.146 5.622
H -2.669 3.828 8.222
H -1.868 5.351 8.094
H -0.953 4.038 8.837
H 1.503 0.346 7.761
H -0.013 0.121 7.684
C 7.246 -2.594 -0.735
C 7.065 -2.664 0.774
C 5.608 -2.602 1.297
O 5.040 -1.265 1.407
C 3.658 -1.247 1.764
N 7.615 -3.921 1.205
H 6.648 -3.434 -1.087
H 8.299 -2.681 -1.004
H 6.787 -1.683 -1.117
H 7.657 -1.876 1.240
H 5.489 -3.137 2.240
H 4.980 -3.123 0.574
H 3.477 -0.172 1.756
H 3.388 -1.537 2.779
H 2.938 -1.657 1.056
H 8.558 -3.929 0.843
H 7.734 -3.939 2.208
C -8.267 -1.724 2.951
C -7.717 -1.037 1.711
C -6.237 -1.478 1.593
O -5.590 -1.150 2.807
C -5.079 0.149 2.838
N -8.589 -1.603 0.663
H -8.085 -2.798 2.954
H -9.339 -1.555 3.054
H -7.677 -1.390 3.804
H -7.829 0.046 1.750
H -5.681 -1.080 0.744
H -6.225 -2.565 1.506
H -5.805 0.941 2.659
H -4.277 0.153 2.100
H -4.604 0.311 3.806
H -8.517 -2.610 0.703
H -9.563 -1.351 0.743
C -4.960 1.407 -2.808
C -4.637 1.842 -1.347
C -4.025 3.291 -1.185
O -2.709 3.325 -1.724
C -2.226 4.663 -1.728
N -5.855 1.753 -0.555
H -5.149 0.335 -2.738
H -4.137 1.522 -3.513
H -5.864 1.777 -3.293
H -3.969 1.096 -0.916
H -3.839 3.497 -0.131
H -4.620 4.164 -1.455
H -1.362 4.783 -2.382
H -1.994 5.077 -0.747
H -2.860 5.386 -2.242
H -6.768 1.645 -0.974
H -5.931 2.520 0.097
```

Results of the Mulliken charge analysis, in e, for atoms 1 through 2: atom 1 (O): -0.7901, atom 2 (P): 0.3464